Formula: C47H41BN9O4S3Tl
Source: OMol25
Level of theory: ωB97M-V/def2-TZVPD

Each line ends with the Löwdin charge.
Element x y z (Å)
Tl 0.62763 0.60007 -0.34142  0.870
S 1.64773 3.97763 1.64083  0.626
S 4.58733 4.07860 2.22605  0.877
S -4.04098 2.53886 -2.45859  1.027
O 4.68212 1.11190 -2.92962  -0.056
O 1.43884 0.26949 2.20517  -0.164
O 2.99135 -0.47573 3.67118  -0.047
O 2.52273 0.67156 -2.43514  -0.160
N 3.65339 3.49294 -0.07536  -0.045
N -2.32675 -1.99632 -0.20065  0.031
N 3.31441 0.26545 0.20245  0.118
N 0.57123 -2.24332 0.08835  0.076
N -1.85185 -1.18853 -1.16844  0.091
N -2.02145 0.45632 1.67146  0.131
N -0.20104 -2.38851 1.19724  0.041
N -1.51388 2.01406 -2.55162  0.044
N -2.15416 -0.81917 2.08847  0.034
C -2.51220 4.84270 -5.42731  -0.113
C -2.52474 2.70059 2.55151  -0.146
C -3.00309 0.43695 3.68905  0.004
C -2.14914 -0.86932 -3.57069  -0.171
C -1.75260 2.95321 -3.53847  -0.307
C 3.43054 -2.73520 -3.01571  -0.078
C -0.02243 -3.33898 3.52163  -0.020
C 3.90592 -3.73379 -0.47671  -0.045
C 3.20039 3.81033 1.14796  -1.171
C -3.43362 -2.52523 -2.03335  0.011
C -3.35127 4.83596 3.34643  -0.111
C 5.49988 -0.23353 -0.60060  -0.031
C 1.70616 -3.41757 1.62530  0.018
C 5.09219 3.56418 -0.29950  -0.232
C 5.88020 -0.61152 0.67900  -0.078
C -2.58931 1.71121 -1.92206  -0.444
C -0.78894 3.49260 -4.38910  -0.015
C -3.28809 -2.81667 -0.69573  -0.281
C -3.11144 -2.08902 4.08373  -0.042
C -1.48401 0.30843 -6.02309  -0.106
C 2.58952 -0.10225 2.54791  -0.654
C -3.31927 3.45135 3.42178  -0.048
C -2.48511 -1.50719 -2.28617  -0.261
C 2.49898 -2.54221 -2.00935  -0.027
C 0.48334 -3.07107 2.14715  -0.279
C -3.48049 4.32044 -4.58814  -0.109
C -0.89362 -0.28713 -3.76710  -0.050
C -3.09204 3.37174 -3.64526  -0.482
C -1.17676 4.43155 -5.32538  -0.095
C 2.72185 -3.04111 -0.72383  -0.154
C 3.75381 0.70891 -2.18832  -0.684
C -0.56470 0.29584 -4.98040  -0.087
C 4.19972 0.21223 -0.79867  -0.211
C 5.72691 3.28199 1.04957  -0.433
C -2.74702 -0.85920 3.30999  -0.275
C 4.83500 -3.93704 -1.48694  -0.111
C -3.06598 -0.84723 -4.62133  -0.048
C -1.78148 4.76965 1.53818  -0.109
C 1.71237 -2.87304 0.33045  -0.264
C 4.60102 -3.44148 -2.76384  -0.111
C -2.73776 -0.26118 -5.83754  -0.106
C 4.95793 -0.54213 1.71342  -0.024
C -2.58565 5.50454 2.39774  -0.113
C -2.50637 1.23027 2.63712  -0.246
C -1.74962 3.38637 1.61733  -0.057
C 3.66506 -0.11336 1.43221  -0.181
C -4.02341 -3.84088 0.11091  -0.044
B -1.74005 -2.06339 1.24215  -0.480
H -2.62430 1.00001 -1.09609  0.061
H 0.02519 -2.41405 4.10704  0.097
H -3.97472 5.39646 4.03454  0.087
H 5.39134 2.85404 -1.06606  0.106
H 0.62387 -4.07093 4.00452  0.077
H -3.86808 -1.82000 4.82009  0.072
H -3.44737 0.75175 4.62096  0.095
H -2.60625 6.58653 2.34144  0.088
H -3.51085 -2.87160 3.43843  0.061
H 1.59447 -1.97561 -2.19650  0.097
H -3.92757 2.94762 4.16351  0.095
H -0.17448 -0.28549 -2.95647  0.058
H 6.88788 -0.97235 0.86316  0.094
H -4.53443 -3.38795 0.96333  0.073
H -4.05130 -1.27662 -4.47845  0.101
H -1.16119 5.27587 0.80714  0.092
H -4.76595 -4.32441 -0.52398  0.068
H 5.75567 2.21383 1.26593  0.057
H 5.19969 -0.80889 2.73320  0.105
H -3.46668 -0.24037 -6.63994  0.088
H -2.27550 -2.99980 1.77718  0.097
H -2.25144 -2.49622 4.61634  0.056
H 2.49555 -3.94125 2.14188  0.103
H -4.09339 -3.01271 -2.73488  0.094
H 0.41744 0.74113 -5.10096  0.109
H -0.43623 4.86497 -5.98766  0.094
H 6.17562 -0.27089 -1.44395  0.108
H 3.04120 3.02412 -0.73072  0.125
H 4.11270 -4.10112 0.52240  0.101
H -4.51511 4.64114 -4.65523  0.098
H 5.75642 -4.46844 -1.27200  0.089
H 6.72059 3.71609 1.14796  0.069
H -2.79082 5.58107 -6.17064  0.090
H -3.34481 -4.60420 0.49709  0.077
H 0.24131 3.16409 -4.29163  0.122
H 5.35379 4.57653 -0.62675  0.111
H 5.33134 -3.59193 -3.55118  0.088
H -1.08321 2.82399 0.97872  0.051
H -1.22690 0.76203 -6.97425  0.092
H -1.04761 -3.71134 3.50958  0.053
H 3.24706 -2.32152 -4.00057  0.106

Total charge: -2
Gap between HOMO and LUMO, eV: 6.8
E, a.u.: -4001.6051